{
  "formula": "C3H5O4P",
  "method": "ωB97M-V with the def2-TZVPD basis set",
  "energy_ev": -20670.5298,
  "gap_ev": 5.6,
  "e_above_lowest_kj_mol": 77.55,
  "smiles": "CC=P([O-])([O-])OC=O",
  "charge": -2,
  "lumo_energy_ev": 6.791,
  "symbols": ["C", "C", "P", "O", "O", "O", "C", "O", "H", "H", "H", "H", "H"],
  "positions_angstrom": [[-0.696, -0.591, -1.964], [-0.067, -1.214, -0.710], [-0.512, -0.590, 0.781], [-1.945, -0.207, 0.854], [0.106, -1.268, 1.991], [0.167, 1.329, 0.927], [1.171, 1.666, 1.638], [1.833, 2.679, 1.534], [-1.176, 0.220, -1.371], [0.031, -0.200, -2.820], [-1.300, -1.291, -2.443], [1.063, -1.404, -0.858], [1.325, 0.871, 2.442]],
  "forces_ev_per_a": [[2.2, 1.9, 1.1], [3.2, -0.6, -1.7], [0.1, -1.0, 1.9], [-0.8, 0.5, -0.2], [0.3, 0.8, -0.6], [0.1, -0.1, -0.6], [-1.4, -2.3, 0.7], [1.0, 1.2, 0.1], [-0.8, 0.0, -2.0], [-1.0, -0.4, 1.8], [-1.7, -0.9, -0.9], [-1.6, 0.0, 0.6], [0.5, 0.7, -0.4]],
  "nbo_charge": [-0.642, -1.104, 2.276, -1.206, -1.204, -0.767, 0.644, -0.752, 0.246, 0.122, 0.156, 0.169, 0.064]
}